Here is C28H81F6N5O10P as an isolated structure from the Open Molecules 2025 dataset. Energies are from the ωB97M-V functional and the def2-TZVPD basis.

Frontier orbital gap (eV): 7.728
LUMO level (eV): 2.473
E (eV): -83834.156
Total charge: -1
Strongest force on any atom (eV/A): 15.05

Geometry (Å):
P 13.5158 13.8711 9.6241
F 14.1649 14.6702 10.8402
F 13.9805 15.1075 8.6793
F 13.0757 12.5812 10.5389
F 12.0914 14.5981 9.8959
F 12.9680 13.1687 8.2439
F 15.0095 13.2087 9.3454
O 16.9845 14.6592 14.7146
O 15.5790 11.6995 10.2367
O 13.9087 16.8182 7.6574
O 14.3786 8.5895 10.2612
O 15.6803 10.7506 6.8065
O 12.1276 16.4183 13.6025
O 18.9958 13.3844 9.0008
O 12.1004 13.1860 12.0271
O 9.7999 12.1904 8.0669
O 14.5986 16.7781 10.1884
N 13.6434 12.8728 6.1677
N 15.7864 14.9552 8.4819
N 12.6404 16.8858 9.9524
N 8.6155 9.4336 10.1769
N 12.8006 11.1416 8.1710
C 10.5279 16.9360 11.0724
C 9.8268 11.2193 9.1456
C 8.4350 10.6264 9.3972
C 12.1618 15.1950 14.3463
C 19.9847 14.2756 8.5119
C 15.3456 14.4312 5.9488
C 16.9434 14.7584 10.5781
C 17.0625 14.7399 9.0631
C 12.0344 17.1993 11.2457
C 15.7493 12.4070 11.4057
C 15.0522 17.5984 11.2394
C 13.1026 10.4262 9.3624
C 17.6968 13.5674 8.4210
C 16.1212 9.9339 7.8917
C 15.8497 12.1635 7.0013
C 10.9379 13.5183 11.3620
C 9.7604 12.7667 11.9680
C 16.8755 14.6815 13.2993
C 15.0315 12.9653 5.9740
C 16.5047 17.4784 11.3920
C 14.9725 11.7252 12.5855
C 13.6437 8.9875 9.1250
C 14.8565 7.2708 10.1165
C 7.4644 11.5238 10.1986
C 11.0583 12.8646 7.9962
C 12.0480 10.5569 10.4384
C 12.5700 16.1641 12.2734
C 15.4633 15.1571 13.0137
H 9.7345 12.8147 13.0566
H 14.5210 17.4302 8.0659
H 15.3063 15.2284 11.9375
H 14.9708 14.8011 6.9031
H 6.5907 11.0148 10.6055
H 15.3518 12.4429 5.0725
H 15.3234 12.3258 9.5555
H 15.3823 13.4289 11.3108
H 15.3388 12.1745 13.5086
H 17.1037 12.6923 8.6868
H 14.1178 6.5309 9.8086
H 17.6517 15.3464 12.9202
H 11.5551 11.5275 10.3830
H 17.9145 14.9212 11.0456
H 15.9976 8.9165 7.5206
H 11.0871 13.3962 10.2892
H 11.5219 13.1632 8.9364
H 8.8352 13.2694 11.6863
H 16.8609 16.5031 11.7234
H 13.2444 12.0086 6.5055
H 14.5684 17.3610 12.1868
H 13.4453 13.4100 6.9998
H 16.6634 13.7800 10.9684
H 14.9175 15.0818 5.1862
H 10.5235 10.4326 8.8559
H 15.3126 9.9677 8.6219
H 14.7159 14.4371 13.3470
H 15.2377 16.1104 13.4917
H 16.3034 15.5468 10.9744
H 15.2105 10.6616 12.6010
H 19.7564 15.3284 8.6783
H 13.6490 16.3121 12.3186
H 16.9138 12.3996 6.9955
H 15.4677 12.4429 7.9832
H 13.9944 16.0147 8.1705
H 7.1329 12.4071 9.6527
H 15.1227 14.2939 8.8590
H 10.0036 17.2466 11.9762
H 15.6715 7.2296 9.3938
H 12.1033 17.4242 9.2877
H 10.1599 17.5067 10.2198
H 13.9071 11.7026 12.3565
H 11.5474 14.4012 13.9215
H 13.7111 11.2366 7.7443
H 17.1202 10.2060 8.2324
H 10.6981 14.5582 11.5838
H 15.3842 15.7627 8.9361
H 9.1452 9.7956 10.9569
H 12.8115 8.3180 8.9075
H 12.5060 10.4157 11.4174
H 13.1806 14.8077 14.3476
H 11.3639 9.7103 10.3802
H 15.1724 6.8895 11.0875
H 13.6632 16.5637 10.2119
H 9.7201 11.7052 11.7236
H 20.2349 14.0791 7.4693
H 7.8931 11.8594 11.1430
H 10.2163 11.8374 9.9545
H 9.2403 8.7954 9.7052
H 12.8235 13.3983 11.4325
H 20.9029 14.1586 9.0875
H 16.4329 14.5072 5.9584
H 14.7687 18.6018 10.9217
H 12.5428 12.1090 8.3050
H 11.6632 12.3152 7.2748
H 17.6252 15.6293 8.7795
H 12.0080 15.3042 15.4199
H 14.0187 10.8869 9.7319
H 17.0419 17.6814 10.4656
H 14.2650 8.9285 8.2314
H 12.2750 15.1755 11.9218
H 17.7482 13.6439 7.3350
H 10.2664 15.9013 10.8505
H 12.2444 18.2436 11.4770
H 16.8357 18.1741 12.1631
H 16.7943 12.4469 11.7132
H 10.8167 13.8414 7.5771
H 17.9079 14.4477 14.8700
H 17.0636 13.6969 12.8712
H 7.9270 10.3536 8.4722
H 12.4988 15.9218 9.6865

These are the Mulliken partial charges, in e, on atoms 1 to 6:
1. P 1.55
2. F 1.53
3. F -0.82
4. F 0.77
5. F -1.02
6. F -0.83